Entry 1:
Molecular formula: C2HBr5O
Method: DFT, ωB97M-V with the def2-TZVPD basis set

Last column: Mulliken charge in e.
CARTESIAN COORDINATES (ANGSTROEM)
1 C 1.36 0.85 0.04  -0.18
2 C 2.52 -0.56 0.03  -0.10
3 O 0.27 0.45 -0.61  -0.32
4 Br 2.08 2.33 -1.07  -0.03
5 Br 1.01 1.49 1.78  0.05
6 Br 2.52 -1.17 -1.76  0.10
7 Br 1.79 -2.03 1.11  0.02
8 Br 4.22 0.11 0.65  0.06
9 H 0.00 -0.26 -0.07  0.41

Results
max |F|: 0.0649 Eh/bohr
LUMO energy: -0.29 eV
calculated total energy: -354348.636 eV
relative energy (zero: lowest compared OMol25 entry of this formula, charge and spin): 0.0 kcal per mole


Entry 2:
Molecular formula: C29H32BF2N7OS4SiSn
Method: DFT, ωB97M-V with the def2-TZVPD basis set

Last column: Mulliken charge in e.
CARTESIAN COORDINATES (ANGSTROEM)
1 Sn -1.67 0.26 -0.08  -0.16
2 N -2.41 -1.66 3.00  -0.12
3 C -2.76 -2.24 1.84  0.07
4 N -2.63 -1.67 0.65  0.34
5 C -3.07 -2.52 -0.36  -0.44
6 C -3.49 -3.73 0.05  -0.31
7 S -3.37 -3.84 1.77  -0.17
8 C -3.08 -1.98 -1.72  -0.50
9 C -3.51 -2.57 -2.84  -0.30
10 S -3.40 -1.49 -4.18  -0.17
11 C -2.75 -0.27 -3.15  0.17
12 N -2.64 -0.66 -1.88  0.62
13 N -2.40 0.93 -3.59  -0.14
14 H -2.18 -0.67 3.01  -0.14
15 H -2.70 -2.08 3.86  0.27
16 H -3.88 -4.54 -0.53  0.49
17 H -3.92 -3.56 -2.97  0.49
18 H -2.53 1.17 -4.56  0.24
19 H -1.95 1.59 -2.96  -0.09
20 C 0.82 3.28 -3.11  -0.66
21 N 0.05 4.02 -2.13  -0.24
22 C -0.83 3.46 -1.29  0.19
23 N -1.34 4.22 -0.31  -0.28
24 O -1.15 2.25 -1.42  -0.21
25 H 1.06 3.94 -3.94  0.39
26 H 0.24 2.44 -3.48  0.11
27 H 1.74 2.89 -2.69  0.23
28 H 0.26 5.00 -2.02  0.20
29 H -1.15 5.21 -0.27  0.20
30 H -2.16 3.89 0.17  0.19
31 S -1.26 1.58 2.69  -0.40
32 C 0.03 1.61 3.78  0.25
33 N 0.35 2.67 4.50  -0.14
34 C 1.32 2.47 5.58  -0.69
35 C 2.18 1.29 5.12  -0.33
36 S 1.07 0.27 4.10  0.08
37 H -0.24 3.49 4.46  0.25
38 H 0.80 2.25 6.51  0.31
39 H 1.92 3.37 5.71  0.36
40 H 2.54 0.70 5.96  0.51
41 H 3.01 1.60 4.50  0.07
42 C 0.55 -5.01 1.22  -0.70
43 C 0.40 -3.91 2.06  -0.57
44 C 0.44 -2.63 1.54  0.02
45 C 0.64 -2.42 0.17  0.61
46 C 0.81 -3.53 -0.66  -0.63
47 C 0.76 -4.82 -0.14  -0.72
48 Si 0.75 -0.68 -0.47  1.32
49 C 1.06 -0.62 -2.30  0.81
50 C 0.30 -1.34 -3.22  -0.28
51 C 0.60 -1.32 -4.57  -0.95
52 C 1.69 -0.58 -5.03  -0.75
53 C 2.48 0.12 -4.12  -0.68
54 C 2.17 0.10 -2.77  -0.79
55 C 1.93 0.36 0.51  0.55
56 C 3.09 -0.24 1.00  -0.51
57 C 4.05 0.50 1.68  -0.71
58 C 3.85 1.86 1.88  -0.88
59 C 2.70 2.48 1.41  -0.47
60 C 1.75 1.73 0.72  0.13
61 H 0.53 -6.01 1.63  0.43
62 H 0.25 -4.06 3.13  0.49
63 H 0.33 -1.79 2.20  -0.03
64 H 0.99 -3.40 -1.72  0.48
65 H 0.90 -5.67 -0.79  0.48
66 H -0.54 -1.95 -2.88  0.71
67 H 0.00 -1.89 -5.27  0.49
68 H 1.94 -0.57 -6.08  0.44
69 H 3.34 0.67 -4.47  0.48
70 H 2.80 0.63 -2.07  0.52
71 H 3.25 -1.30 0.86  0.48
72 H 4.95 0.02 2.05  0.44
73 H 4.61 2.45 2.40  0.44
74 H 2.55 3.54 1.56  0.48
75 H 0.86 2.23 0.36  0.01
76 F -4.35 0.72 1.44  -0.12
77 B -3.52 1.35 0.64  0.65
78 F -3.80 2.60 0.31  -0.19

Results
max |F|: 0.0030 Eh/bohr
total charge: +2
LUMO energy: -4.92 eV
calculated total energy: -106226.919 eV
relative energy (zero: lowest compared OMol25 entry of this formula, charge and spin): 0.0 kcal per mole


Entry 3:
Molecular formula: C6H7OP
Method: DFT, ωB97M-V with the def2-TZVPD basis set

Last column: Mulliken charge in e.
CARTESIAN COORDINATES (ANGSTROEM)
1 C 0.89 -1.73 -0.23  0.27
2 C -0.07 -1.24 -0.90  -0.38
3 C -0.94 -0.11 -0.45  -0.37
4 C -0.09 0.74 0.61  -0.80
5 C 1.13 1.39 -0.12  -0.17
6 P 2.76 0.88 -0.37  0.03
7 O 2.92 -0.70 0.24  -0.36
8 C 1.95 -1.57 0.49  -0.49
9 H -0.18 -1.55 -1.91  0.33
10 H -1.10 0.42 -1.50  0.25
11 H -1.88 -0.42 -0.10  0.38
12 H 0.37 0.15 1.36  0.38
13 H -0.77 1.47 1.07  0.36
14 H 0.97 2.36 -0.71  0.27
15 H 2.17 -2.17 1.37  0.30

Results
max |F|: 0.0706 Eh/bohr
LUMO energy: 0.31 eV
structure (SMILES): C1=CCC/C=P\OC=1
calculated total energy: -17668.179 eV
relative energy (zero: lowest compared OMol25 entry of this formula, charge and spin): 65.1 kcal per mole


Entry 4:
Molecular formula: C5H13N2
Method: DFT, ωB97M-V with the def2-TZVPD basis set

Last column: Mulliken charge in e.
CARTESIAN COORDINATES (ANGSTROEM)
1 C -1.13 -2.13 -0.76  -0.51
2 C 0.30 -1.72 -0.97  -0.58
3 C -0.66 -0.77 -0.52  0.37
4 C -0.05 1.65 -1.30  -1.41
5 C -0.90 0.65 -0.72  0.24
6 N 1.65 0.84 2.38  -0.85
7 N -0.70 0.12 0.73  -0.10
8 H -1.74 -2.36 -1.62  0.25
9 H -1.36 -2.75 0.13  0.24
10 H 0.99 -2.11 -0.16  0.22
11 H 0.80 -1.69 -1.94  0.28
12 H 1.02 1.35 -1.36  0.32
13 H -0.12 2.47 -0.61  0.35
14 H -0.37 2.03 -2.35  0.35
15 H -1.91 0.87 -0.92  0.47
16 H 2.51 0.49 2.67  0.23
17 H 1.28 1.38 3.21  0.25
18 H 0.13 0.19 1.27  0.32
19 H 1.82 1.47 1.60  0.23
20 H -1.58 0.03 1.24  0.32

Results
max |F|: 0.0725 Eh/bohr
total charge: +1
LUMO energy: -2.76 eV
calculated total energy: -8367.592 eV
relative energy (zero: lowest compared OMol25 entry of this formula, charge and spin): 74.2 kcal per mole


Entry 5:
Molecular formula: C4H7N3
Method: DFT, ωB97M-V with the def2-TZVPD basis set

Last column: Mulliken charge in e.
CARTESIAN COORDINATES (ANGSTROEM)
1 C -1.66 1.62 -0.11  -0.80
2 N -0.78 0.47 -0.08  0.52
3 C -0.96 -0.72 -0.73  -0.08
4 C 0.00 -1.62 -0.32  -0.78
5 C 2.14 -1.13 0.40  -0.70
6 N 0.72 -0.83 0.52  0.46
7 N 0.27 0.45 0.70  -0.83
8 H -1.10 2.50 0.21  0.30
9 H -2.50 1.45 0.56  0.31
10 H -2.03 1.77 -1.13  0.31
11 H -1.73 -0.86 -1.45  0.39
12 H 2.63 -0.46 1.06  0.34
13 H 2.32 -2.19 0.62  0.28
14 H 2.51 -0.99 -0.64  0.28

Results
max |F|: 0.0238 Eh/bohr
LUMO energy: 0.87 eV
calculated total energy: -8728.302 eV
relative energy (zero: lowest compared OMol25 entry of this formula, charge and spin): 77.9 kcal per mole


Entry 6:
Molecular formula: C5H10N2O
Method: DFT, ωB97M-V with the def2-TZVPD basis set

Last column: Mulliken charge in e.
CARTESIAN COORDINATES (ANGSTROEM)
1 C -0.80 0.60 -2.32  -0.89
2 C -0.34 0.84 -0.84  0.70
3 C 0.69 1.75 -0.69  -1.18
4 C -0.19 -0.64 1.03  0.58
5 C -0.82 -1.17 2.46  -1.05
6 H -1.78 1.54 -2.71  0.26
7 H 0.27 0.90 -3.03  0.22
8 H -0.84 -0.56 -2.22  0.28
9 H 0.81 2.63 -1.44  0.23
10 H 1.15 1.80 0.26  0.44
11 H -1.77 -0.67 2.20  0.30
12 H -0.22 -0.72 3.32  0.26
13 H -1.15 -2.22 2.66  0.34
14 H 1.06 -2.10 1.16  0.32
15 H 2.04 -0.11 -0.53  0.35
16 N -0.85 0.12 0.19  -0.51
17 N 1.17 -1.10 0.96  -0.23
18 O 1.60 -0.89 -0.44  -0.41

Results
max |F|: 0.1210 Eh/bohr
LUMO energy: 0.85 eV
calculated total energy: -10368.525 eV
relative energy (zero: lowest compared OMol25 entry of this formula, charge and spin): 156.4 kcal per mole


| no. | molar mass (g mol⁻¹) | Kohn-Sham gap (eV) |
| --- | --- | --- |
| 1 | 440.5 | 9.90 |
| 2 | 818.5 | 8.15 |
| 3 | 126.1 | 8.87 |
| 4 | 101.2 | 11.87 |
| 5 | 97.1 | 9.03 |
| 6 | 114.1 | 8.94 |